{
  "formula": "C3H8O2SSi",
  "method": "ωB97M-V/def2-TZVPD",
  "elements": ["O", "H", "H", "H", "H", "Si", "C", "H", "C", "H", "C", "H", "O", "S", "H"],
  "positions_angstrom": [[1.99628, -3.23116, 0.10159], [0.78766, 1.10386, -1.98778], [-0.08879, 2.26780, -0.89521], [0.12920, 1.04059, 1.77179], [1.66341, 1.72884, -0.48285], [-0.22397, 0.36664, 0.45034], [-2.00796, 0.53873, -0.02430], [-2.25851, 0.17941, -0.99780], [0.13115, -1.47920, 0.70306], [-0.37846, -2.25741, -0.70331], [0.69660, 1.41706, -0.90325], [-2.60563, 0.12617, 0.80844], [2.70050, -1.40404, 1.54951], [1.73806, -1.94176, 0.65843], [-2.27955, 1.54445, -0.04866]],
  "atomic_forces_ev_per_a": [[0.35, -0.01, -0.46], [-0.09, 0.00, 1.44], [1.61, -0.82, -0.06], [-0.29, -0.32, -0.64], [-0.32, 0.23, -0.43], [0.62, 0.78, -0.60], [0.13, -1.15, 1.70], [-0.17, -0.83, -0.49], [0.37, -1.31, -4.33], [1.35, 2.03, 3.87], [-1.33, 0.15, 0.09], [-0.10, -0.27, -0.72], [0.35, 1.05, 0.38], [-2.23, -1.54, 0.18], [-0.24, 2.01, 0.06]],
  "homo_ev": [-10.04, -10.04],
  "de_lowest_kcal_mol": 110.1,
  "homo_lumo_gap_ev": [9.1, 9.1]
}